# 1
Molecular formula: C21H56Cl6F3KO27P6S
Method: DFT, wB97M-V/def2-TZVPD

Its HOMO-LUMO gap is 10.11 eV. The max |F| comes out at 1.912 eV/A. Its energy above the lowest of the compared OMol25 structures with the same formula, charge and spin is 0.00 kJ/mol. The total energy is -8972.89567 a.u.

Structure (XYZ):
```
121
Properties=species:S:1:pos:R:3:mulliken_charge:R:1
K -4.759 -11.079 -19.424 0.88
C -3.560 -11.640 -14.431 0.20
F -4.631 -12.347 -14.121 -0.11
F -3.052 -11.061 -13.338 -0.17
F -2.621 -12.454 -14.898 -0.15
S -4.030 -10.313 -15.698 0.21
O -4.698 -11.128 -16.702 0.12
O -4.873 -9.338 -15.014 -0.46
O -2.752 -9.784 -16.167 -0.28
C -0.759 -12.043 -22.227 -0.64
O -0.015 -11.761 -21.049 -0.34
P -0.768 -11.145 -19.774 0.23
O -2.193 -11.528 -19.696 0.00
O -0.426 -9.564 -19.864 -0.26
C -1.293 -8.792 -20.708 -0.60
O 0.193 -11.589 -18.601 -0.37
C 0.089 -11.001 -17.284 -0.58
H -0.750 -13.110 -22.453 0.28
H -0.252 -11.544 -23.056 0.27
H -1.795 -11.705 -22.205 0.22
H -0.898 -8.779 -21.725 0.36
H -1.295 -7.756 -20.370 0.20
H -2.317 -9.157 -20.650 0.16
H -0.306 -9.995 -17.417 0.44
H 1.105 -10.967 -16.895 0.29
H -0.527 -11.593 -16.611 0.14
C -4.221 -7.137 -10.730 -0.67
O -5.376 -7.318 -9.930 -0.31
P -6.820 -6.938 -10.556 1.02
O -6.863 -5.612 -11.202 -0.67
O -7.753 -7.111 -9.266 -0.33
C -7.597 -6.171 -8.210 -0.69
O -7.231 -8.208 -11.411 -0.36
C -6.721 -8.350 -12.751 -0.63
H -3.539 -6.363 -10.385 0.28
H -4.471 -6.893 -11.767 0.28
H -3.705 -8.090 -10.865 0.31
H -6.992 -5.310 -8.514 0.34
H -7.071 -6.613 -7.364 0.26
H -8.581 -5.771 -7.972 0.27
H -6.176 -7.493 -13.148 0.34
H -7.596 -8.413 -13.399 0.26
H -6.106 -9.244 -12.786 0.25
C -9.491 -14.861 -19.169 -0.64
O -8.285 -14.205 -19.477 -0.11
P -6.879 -14.862 -19.106 0.61
O -5.709 -14.198 -19.688 -0.61
O -6.888 -14.940 -17.512 0.16
C -6.505 -13.835 -16.703 -0.29
O -7.052 -16.402 -19.552 -0.35
C -6.536 -17.425 -18.728 -0.67
H -9.396 -15.596 -18.358 0.28
H -9.856 -15.444 -20.016 0.29
H -10.261 -14.185 -18.799 0.17
H -5.844 -14.205 -15.917 0.07
H -7.313 -13.321 -16.176 0.22
H -5.979 -13.088 -17.296 0.03
H -7.249 -17.875 -18.039 0.27
H -5.639 -17.158 -18.160 0.26
H -6.133 -18.216 -19.368 0.27
C -3.932 -6.990 -17.554 -0.49
O -5.026 -6.419 -18.281 -0.30
P -5.382 -6.993 -19.737 0.70
O -5.800 -8.395 -19.752 -0.03
O -6.496 -5.958 -20.228 -0.47
C -7.588 -5.687 -19.325 -0.55
O -4.123 -6.634 -20.652 -0.32
C -3.510 -5.349 -20.570 -0.82
H -4.305 -7.538 -16.688 0.08
H -3.336 -6.170 -17.153 0.34
H -3.262 -7.673 -18.079 0.28
H -8.482 -5.567 -19.939 0.26
H -7.462 -4.774 -18.751 0.29
H -7.759 -6.576 -18.717 0.17
H -4.234 -4.558 -20.771 0.32
H -2.724 -5.287 -21.318 0.26
H -3.074 -5.192 -19.584 0.29
C -0.527 -14.945 -15.285 -0.61
O 0.639 -15.768 -15.282 -0.37
P 1.121 -16.461 -16.665 0.98
O 2.295 -17.326 -16.497 -0.74
O -0.190 -17.203 -17.177 -0.27
C -0.798 -18.218 -16.389 -0.67
O 1.288 -15.294 -17.715 -0.23
C 2.135 -14.182 -17.396 -0.25
H -0.254 -13.910 -15.496 0.20
H -1.017 -15.020 -14.320 0.35
H -1.213 -15.217 -16.091 0.39
H -0.476 -18.191 -15.346 0.34
H -0.463 -19.180 -16.781 0.28
H -1.881 -18.144 -16.437 0.20
H 2.407 -14.208 -16.341 0.39
H 1.617 -13.253 -17.628 -0.22
H 3.027 -14.230 -18.019 0.33
C -7.916 -9.549 -16.921 -0.06
O -9.024 -10.125 -17.609 -0.34
P -8.914 -10.427 -19.159 0.81
O -7.600 -10.959 -19.533 -0.23
O -9.314 -9.072 -19.884 -0.37
C -8.759 -8.778 -21.179 -0.50
O -10.130 -11.409 -19.479 -0.28
C -11.480 -11.037 -19.215 -0.78
H -7.151 -9.135 -17.581 -0.05
H -7.380 -10.316 -16.356 0.03
H -8.259 -8.809 -16.201 0.30
H -7.955 -9.470 -21.433 0.20
H -8.394 -7.759 -21.142 0.08
H -9.502 -8.967 -21.955 0.33
H -12.098 -11.465 -20.002 0.27
H -11.592 -9.955 -19.152 0.34
H -11.829 -11.467 -18.273 0.26
C -7.036 -15.923 -13.290 0.15
Cl -8.618 -15.596 -14.056 -0.14
Cl -7.170 -17.099 -11.977 -0.14
Cl -6.231 -14.447 -12.707 -0.08
H -6.423 -16.275 -14.108 0.18
C -1.337 -8.007 -14.145 1.22
Cl -0.119 -9.289 -14.158 -0.14
Cl -0.977 -6.923 -15.537 -0.19
Cl -1.278 -7.057 -12.673 -0.15
H -2.329 -8.417 -14.282 -0.82
```



# 2
Molecular formula: C21H56F4Mn2O11P2
Method: DFT, wB97M-V/def2-TZVPD

Its spin multiplicity is 11. Its HOMO-LUMO gap (spin up / spin down) is 7.25 / 7.27 eV. As for the expectation value of S²: 30.005. The max |F| comes out at 2.443 eV/A. The total energy is -5045.44180 a.u. As for the total charge: +2.

Structure (XYZ):
```
96
Properties=species:S:1:pos:R:3:mulliken_charge:R:1
Mn -3.235 0.681 2.222 1.22
Mn 1.909 -0.440 3.565 1.03
O 0.929 -0.061 1.757 0.95
P -0.086 0.360 0.735 -1.58
O -1.542 0.499 1.041 0.30
F 0.055 -0.580 -0.524 0.21
F 0.437 1.721 0.193 -0.36
O -2.354 -0.715 3.400 -0.38
P -1.405 -1.399 4.320 0.16
O 0.042 -1.014 4.327 -0.27
F -1.443 -2.926 4.025 -0.22
F -1.962 -1.312 5.757 -0.21
C -6.061 -0.921 -0.521 -1.11
C -5.467 -1.219 0.857 0.60
C -5.572 -2.690 1.223 -1.39
O -4.084 -0.807 0.952 0.25
H -7.095 -1.268 -0.543 0.44
H -5.527 -1.454 -1.308 0.26
H -6.082 0.146 -0.738 0.14
H -6.049 -0.606 1.551 0.35
H -5.199 -2.946 2.216 0.32
H -5.129 -3.432 0.558 0.29
H -6.648 -2.890 1.258 0.44
H -3.511 -1.360 0.355 0.12
C 1.581 6.554 0.922 -1.49
C 0.840 5.237 1.030 0.90
C -0.504 5.256 0.341 -1.33
O 1.673 4.210 0.464 -0.47
H 2.033 6.602 -0.069 0.37
H 2.362 6.606 1.676 0.37
H 0.866 7.368 1.038 0.37
H 0.745 4.972 2.098 0.12
H -1.055 4.317 0.260 0.21
H -0.385 5.711 -0.646 0.33
H -1.199 5.923 0.864 0.45
H 1.120 3.443 0.278 0.34
C -2.799 -1.972 -2.618 -1.08
C -2.409 -2.917 -1.476 0.65
C -1.216 -3.763 -1.862 -1.29
O -2.110 -2.067 -0.335 -0.47
H -1.887 -1.505 -3.001 0.32
H -3.556 -1.238 -2.363 0.01
H -3.134 -2.562 -3.478 0.49
H -3.192 -3.595 -1.135 0.23
H -0.278 -3.212 -1.976 0.16
H -1.444 -4.284 -2.791 0.44
H -0.954 -4.494 -1.093 0.34
H -1.319 -1.539 -0.546 0.05
C 5.150 -1.842 -2.858 -1.58
C 3.874 -1.142 -2.481 0.94
C 2.811 -1.355 -3.568 -1.43
O 3.398 -1.681 -1.224 -0.26
H 5.945 -1.628 -2.141 0.36
H 5.419 -1.530 -3.869 0.41
H 5.107 -2.932 -2.901 0.36
H 4.084 -0.074 -2.348 0.07
H 1.810 -1.039 -3.269 0.37
H 2.782 -2.400 -3.883 0.33
H 3.091 -0.785 -4.456 0.45
H 2.446 -1.637 -1.300 -0.03
C 4.657 2.518 2.911 -1.61
C 3.747 1.787 1.940 0.95
C 4.279 1.703 0.520 -1.36
O 3.485 0.439 2.420 -0.20
H 5.694 2.170 2.920 0.40
H 4.302 2.336 3.930 0.37
H 4.622 3.585 2.702 0.40
H 2.827 2.375 1.930 -0.07
H 5.017 0.889 0.442 0.48
H 4.899 2.529 0.172 0.51
H 3.545 1.444 -0.242 0.12
H 4.353 0.004 2.392 0.24
C 3.827 -4.017 2.618 -1.70
C 2.896 -3.056 1.872 1.05
C 2.066 -3.737 0.805 -1.26
O 1.944 -2.533 2.862 -0.22
H 3.272 -4.869 3.010 0.46
H 4.376 -3.533 3.428 0.39
H 4.590 -4.314 1.896 0.44
H 3.510 -2.264 1.443 0.00
H 1.350 -4.444 1.235 0.40
H 2.583 -4.315 0.040 0.47
H 1.466 -2.964 0.325 -0.07
H 1.730 -3.263 3.459 0.28
C -3.563 3.643 -3.499 -1.48
C -3.570 2.275 -2.835 0.55
C -2.294 1.966 -2.067 -0.24
O -4.673 2.089 -1.938 -0.55
H -2.830 3.692 -4.306 0.40
H -3.263 4.421 -2.787 0.28
H -4.521 3.977 -3.894 0.37
H -3.637 1.554 -3.662 0.26
H -1.445 2.137 -2.733 0.47
H -2.302 1.025 -1.524 -0.33
H -2.206 2.744 -1.297 -0.12
H -5.347 1.634 -2.454 0.40
```



# 3
Molecular formula: C21H56GaO12
Method: DFT, wB97M-V/def2-TZVPD

Its HOMO-LUMO gap is 6.15 eV. The max |F| comes out at 1.264 eV/A. The total energy is -3661.21340 a.u. As for the total charge: -1.

Structure (XYZ):
```
90
Properties=species:S:1:pos:R:3:mulliken_charge:R:1
C -2.007 0.817 -0.759 -1.49
C -2.669 0.564 0.564 0.96
C -2.920 1.651 1.413 -0.33
C -3.508 1.507 2.661 -0.76
C -3.878 0.237 3.095 -0.43
C -3.624 -0.850 2.265 -0.68
C -3.014 -0.725 1.006 0.66
C -2.748 -1.981 0.233 -1.17
Ga -1.554 -3.302 1.303 0.14
C -0.691 -2.261 2.859 -0.19
C 0.558 -2.860 3.472 -0.92
O 1.433 -3.486 2.503 -0.27
C 2.285 -2.692 1.888 0.15
O 2.958 -1.834 2.388 -0.56
H -0.929 0.818 -0.627 0.12
H -2.282 0.037 -1.459 0.41
H -2.334 1.762 -1.191 0.44
H -2.626 2.646 1.097 0.23
H -3.665 2.359 3.308 0.39
H -4.324 0.082 4.067 0.52
H -3.879 -1.846 2.604 0.43
H -2.239 -1.754 -0.699 -0.05
H -3.702 -2.449 -0.013 0.48
H -0.483 -4.004 0.316 -0.41
H -2.542 -4.408 1.915 -0.31
H -1.439 -2.240 3.651 0.34
H -0.535 -1.219 2.569 0.18
H 1.107 -2.094 4.019 0.39
H 0.285 -3.602 4.216 0.31
H 2.350 -2.885 0.811 0.42
C 1.286 1.947 1.372 -0.13
O 1.359 1.378 0.056 -0.45
H 0.282 2.342 1.506 0.09
H 1.473 1.183 2.129 0.30
H 2.010 2.760 1.486 0.00
H 2.244 1.018 -0.056 0.26
C -2.482 -8.024 0.730 -0.56
O -2.351 -7.002 1.702 -0.41
H -3.521 -8.039 0.409 0.21
H -1.848 -7.823 -0.139 0.24
H -2.226 -9.008 1.141 0.25
H -1.433 -6.966 1.983 0.26
C 0.145 0.003 -3.583 -0.66
O -0.980 -0.876 -3.653 -0.53
H 0.834 -0.388 -2.842 0.16
H 0.645 0.048 -4.551 0.38
H -0.175 1.004 -3.283 0.33
H -1.584 -0.520 -4.309 0.26
C 4.474 5.023 2.126 -0.65
O 3.448 5.131 1.150 -0.37
H 4.073 5.383 3.071 0.24
H 4.792 3.984 2.251 0.28
H 5.342 5.633 1.855 0.28
H 3.800 4.808 0.311 0.25
C 0.341 5.287 2.544 -0.56
O -0.813 4.451 2.558 -0.48
H 1.030 4.904 3.294 0.17
H 0.838 5.267 1.572 0.21
H 0.082 6.320 2.798 0.35
H -1.424 4.784 1.895 0.27
C -4.712 -0.915 7.256 -0.53
O -5.172 -0.182 6.128 -0.47
H -3.824 -1.461 6.950 0.22
H -4.450 -0.245 8.081 0.25
H -5.468 -1.629 7.597 0.25
H -5.958 0.305 6.388 0.27
C 2.458 3.702 -2.573 -0.27
O 3.303 3.461 -1.444 -0.56
H 2.898 4.505 -3.159 0.25
H 2.383 2.809 -3.195 -0.02
H 1.460 4.001 -2.246 0.27
H 2.895 2.748 -0.941 0.30
C 3.174 3.229 -6.229 -0.37
O 1.900 3.683 -5.784 -0.48
H 3.930 3.780 -5.674 0.20
H 3.298 2.162 -6.030 0.03
H 3.309 3.421 -7.298 0.34
H 1.229 3.196 -6.268 0.28
C 0.575 -4.167 -4.676 -0.48
O 0.144 -3.414 -5.807 -0.53
H 1.486 -4.699 -4.944 0.24
H 0.785 -3.504 -3.834 0.18
H -0.188 -4.892 -4.385 0.27
H -0.654 -2.950 -5.538 0.31
C 3.727 -0.723 -4.846 -0.78
O 3.151 0.331 -4.081 -0.24
H 3.128 -0.843 -5.745 0.23
H 4.756 -0.485 -5.132 0.30
H 3.715 -1.663 -4.289 0.33
H 3.677 0.437 -3.283 0.20
```



# 4
Molecular formula: C21H56N2O8
Method: DFT, wB97M-V/def2-TZVPD

Its HOMO-LUMO gap is 7.88 eV. The SMILES is CC1(C)CCCC(C)(C)N1O.CC1(C)CCCC(C)(C)N1O.CC(C)O.O.O.O.O.O. The max |F| comes out at 3.412 eV/A. Its energy above the lowest of the compared OMol25 structures with the same formula, charge and spin is 354.80 kJ/mol. The total energy is -1544.95188 a.u.

Structure (XYZ):
```
87
Properties=species:S:1:pos:R:3:mulliken_charge:R:1
C -1.386 0.672 -4.408 -1.72
C -2.387 -0.294 -5.192 1.54
C -3.570 -0.691 -4.254 -1.91
C -2.996 0.432 -6.390 -1.32
C -1.981 0.613 -7.587 -0.74
C -1.362 -0.839 -7.880 -1.31
C -0.802 -1.655 -6.747 1.70
C -0.584 -3.147 -7.160 -1.88
C 0.558 -1.002 -6.456 -1.65
N -1.668 -1.526 -5.559 0.15
O -1.299 -2.201 -4.423 -0.39
H -1.909 1.497 -3.926 0.47
H -0.777 0.181 -3.649 0.34
H -0.797 1.335 -5.041 0.37
H -3.990 -1.639 -4.590 0.44
H -3.272 -0.688 -3.206 0.37
H -4.457 -0.058 -4.210 0.40
H -3.836 -0.175 -6.729 0.43
H -3.409 1.379 -6.041 0.46
H -2.573 1.081 -8.374 0.41
H -1.270 1.383 -7.288 0.33
H -0.641 -0.609 -8.665 0.44
H -2.012 -1.453 -8.503 0.41
H -0.060 -3.288 -8.105 0.37
H -1.562 -3.629 -7.155 0.47
H -0.012 -3.726 -6.434 0.36
H 0.905 -1.524 -5.564 0.36
H 0.476 0.046 -6.169 0.34
H 1.307 -1.195 -7.224 0.44
H -0.601 -1.686 -4.010 0.32
C 3.552 4.057 4.094 -1.76
C 3.326 5.503 3.461 1.42
C 4.605 6.047 2.760 -1.73
C 2.278 5.382 2.345 -1.25
C 1.693 6.826 1.988 -0.75
C 1.061 7.420 3.246 -1.02
C 2.050 7.662 4.396 1.20
C 2.853 8.957 4.112 -1.58
C 1.245 7.834 5.708 -1.75
N 2.941 6.438 4.497 0.30
O 3.779 6.502 5.628 -0.43
H 2.792 3.930 4.865 0.43
H 4.590 4.000 4.423 0.35
H 3.325 3.303 3.341 0.40
H 5.010 5.194 2.216 0.54
H 5.278 6.398 3.543 0.31
H 4.555 6.772 1.948 0.33
H 2.802 5.114 1.428 0.46
H 1.509 4.642 2.568 0.45
H 1.023 6.888 1.130 0.42
H 2.549 7.451 1.731 0.25
H 0.278 6.860 3.755 0.36
H 0.598 8.338 2.884 0.43
H 3.629 8.728 3.381 0.35
H 2.216 9.689 3.614 0.35
H 3.372 9.312 5.002 0.43
H 0.656 8.705 5.421 0.42
H 0.479 7.066 5.811 0.40
H 1.775 7.848 6.661 0.32
H 4.529 7.029 5.345 0.33
C -1.327 -8.569 5.541 -1.34
C -2.383 -9.680 5.605 0.61
C -3.307 -9.486 6.711 -1.31
O -3.116 -9.903 4.460 -0.53
H -1.757 -7.585 5.355 0.36
H -0.645 -8.776 4.716 0.35
H -0.879 -8.455 6.527 0.37
H -1.879 -10.643 5.695 0.17
H -3.954 -8.622 6.556 0.30
H -2.858 -9.208 7.664 0.37
H -3.977 -10.295 7.000 0.32
H -3.198 -9.067 3.996 0.33
O 1.476 -3.981 1.077 -0.64
H 0.863 -4.683 0.861 0.31
H 0.998 -3.425 1.692 0.33
O 6.299 -4.526 -1.861 -0.64
H 5.386 -4.492 -1.573 0.32
H 6.740 -5.059 -1.199 0.32
O -4.719 -4.611 0.351 -0.63
H -3.849 -4.523 -0.039 0.32
H -5.298 -4.787 -0.391 0.31
O -1.864 -7.851 -2.729 -0.64
H -2.818 -7.874 -2.801 0.32
H -1.608 -7.047 -3.180 0.32
O -1.878 -1.575 3.104 -0.64
H -2.708 -2.045 3.026 0.32
H -2.118 -0.723 3.469 0.32
```



# 5
Molecular formula: C21H57NO8
Method: DFT, wB97M-V/def2-TZVPD

Its HOMO-LUMO gap is 8.34 eV. The SMILES is CC1(C)CCCC(C)(C)N1O.CC(C)O.CC(C)O.CC(C)O.CC(C)O.O.O.O. The max |F| comes out at 3.820 eV/A. Its energy above the lowest of the compared OMol25 structures with the same formula, charge and spin is 313.70 kJ/mol. The total energy is -1490.82140 a.u.

Structure (XYZ):
```
87
Properties=species:S:1:pos:R:3:mulliken_charge:R:1
C -0.009 3.865 -0.075 -2.13
C 0.069 2.878 1.111 1.70
C -1.133 1.991 1.058 -1.02
C 1.364 1.992 0.834 -0.32
C 1.790 1.298 2.143 -0.62
C 1.801 2.236 3.348 -1.52
C 0.509 2.898 3.706 1.81
C -0.603 2.075 4.340 -1.60
C 0.758 4.062 4.759 -1.87
N 0.134 3.579 2.423 0.22
O -0.844 4.462 2.536 -0.44
H 0.687 4.684 0.109 0.53
H 0.236 3.466 -1.059 0.32
H -0.967 4.345 -0.277 0.35
H -1.588 2.098 0.073 0.22
H -1.067 0.935 1.321 0.12
H -1.877 2.327 1.779 0.16
H 1.200 1.203 0.100 -0.25
H 2.224 2.569 0.495 0.45
H 1.084 0.473 2.051 0.23
H 2.757 0.798 2.083 0.36
H 2.621 2.953 3.401 0.33
H 2.079 1.537 4.137 0.47
H -0.776 1.167 3.762 0.23
H -1.487 2.712 4.314 0.34
H -0.450 1.838 5.393 0.52
H -0.127 4.691 4.854 0.40
H 1.655 4.637 4.529 0.41
H 1.055 3.644 5.721 0.42
H -1.659 4.076 2.205 0.36
C -2.502 1.772 -3.751 -1.59
C -1.844 0.613 -3.053 0.96
C -1.298 -0.441 -4.059 -1.39
O -0.664 0.852 -2.300 -0.09
H -1.776 2.521 -4.066 0.36
H -3.291 2.246 -3.166 0.34
H -3.189 1.322 -4.468 0.46
H -2.646 0.163 -2.467 -0.03
H -1.865 -1.371 -4.013 0.33
H -0.235 -0.679 -4.097 0.25
H -1.337 -0.016 -5.062 0.42
H -0.274 1.702 -2.515 0.02
C 6.031 -2.035 -2.069 -1.60
C 4.635 -2.551 -1.719 1.05
C 3.583 -2.132 -2.821 -0.40
O 4.660 -3.957 -1.541 -0.59
H 6.506 -2.420 -2.971 0.34
H 6.722 -2.288 -1.265 0.44
H 6.030 -0.945 -2.050 0.36
H 4.367 -1.999 -0.818 -0.01
H 2.822 -1.596 -2.254 -0.58
H 3.179 -3.043 -3.265 0.41
H 3.974 -1.390 -3.517 0.33
H 5.257 -4.269 -0.857 0.32
C -3.864 -0.173 2.540 -1.08
C -4.599 -0.057 1.155 0.48
C -4.967 1.409 0.748 -1.16
O -3.768 -0.516 0.143 -0.50
H -3.486 -1.178 2.729 0.32
H -4.654 0.049 3.257 0.45
H -3.093 0.556 2.788 0.03
H -5.439 -0.748 1.219 0.42
H -5.231 1.591 -0.294 0.39
H -4.110 2.082 0.781 0.16
H -5.834 1.627 1.371 0.37
H -3.377 0.294 -0.193 0.04
C -1.984 -5.056 -1.991 -1.27
C -0.567 -5.146 -1.438 0.78
C -0.456 -4.777 0.039 -1.06
O -0.033 -6.435 -1.562 -0.57
H -2.317 -4.022 -1.911 0.26
H -2.753 -5.502 -1.360 0.34
H -1.980 -5.452 -3.007 0.32
H 0.014 -4.433 -2.023 0.07
H -0.681 -3.756 0.346 0.16
H 0.528 -4.919 0.487 0.29
H -1.114 -5.427 0.615 0.35
H 0.886 -6.301 -1.806 0.35
O 0.163 -1.079 -0.654 -0.24
H -0.782 -0.933 -0.610 0.08
H 0.437 -0.635 -1.456 0.07
O 2.704 -1.539 0.968 -0.51
H 1.970 -1.700 0.375 0.20
H 2.876 -2.388 1.374 0.25
O 2.936 1.014 -2.244 -0.56
H 2.969 0.270 -1.644 0.22
H 3.327 1.736 -1.752 0.29
```